Below is a cluster of 4 separate species, C4H15N2OS in total in a non-equilibrium geometry, with properties calculated with wB97M-V/def2-TZVPD.

Geometry as XYZ:
```
23
Properties=species:S:1:pos:R:3:mulliken_charge:R:1
N 2.43 -4.23 -1.67 -0.590
C -0.70 1.98 1.64 0.222
C -0.76 0.75 2.11 -0.366
C -0.24 -1.56 -0.84 -0.280
S 0.00 0.10 -0.95 0.223
C -1.09 3.20 2.42 -0.500
N -2.00 4.06 1.69 -0.529
H 2.84 -3.31 -1.83 0.207
H 1.93 -4.18 -0.80 0.182
H 3.12 -4.95 -1.71 0.219
H -0.23 2.23 0.68 0.181
H -0.63 -0.18 1.58 -0.200
H -0.94 0.61 3.17 0.248
H -1.24 -1.95 -0.87 0.362
H 0.64 -2.19 -0.82 0.435
H 0.80 0.12 -2.05 0.249
H -1.46 2.92 3.40 0.346
H -0.14 3.74 2.54 0.208
H -2.60 3.56 1.05 0.197
H -2.56 4.65 2.27 0.220
H 0.93 -1.73 -4.48 0.314
H 0.69 -1.63 -2.91 0.199
O 1.23 -2.00 -3.61 -0.546
```

Results
HOMO level	-11.861	eV
LUMO energy	-8.4	eV
energy above the lowest of the compared OMol25 structures with the same formula, charge and spin	136.3	kcal per mole
net charge	+1